Here is a cluster of 7 separate species, C34H73BN6O11P in total in a non-equilibrium geometry from the Open Molecules 2025 dataset. Energies are from ωB97M-V/def2-TZVPD.

Structure (XYZ):
```
126
Properties=species:S:1:pos:R:3:forces:R:3:mulliken_charge:R:1
C 2.142916 1.687466 2.884159 0.2678 0.7082 0.1346 -0.77
C 2.294579 2.839571 1.726150 -0.2709 -0.6990 -0.3145 -0.55
C 1.042125 2.690489 0.632841 2.1779 -1.4311 0.3393 0.34
O -0.140954 3.470873 1.014022 -0.5475 0.4758 -2.7958 -0.24
C -0.778223 4.113645 -0.178345 2.6383 1.6191 0.9460 -0.94
N -1.380916 3.158922 -1.158821 -1.1882 -0.9122 0.1133 0.42
B -0.663466 3.026104 -2.528050 2.0372 -2.1081 -1.8560 0.46
C -0.941063 4.064156 -3.800523 0.1910 -0.3491 0.4743 -0.80
O 0.283339 1.877076 -2.641334 -2.3136 3.6671 -0.8182 -0.06
C -2.477714 2.368143 -1.036846 0.6305 -0.1784 -1.1165 -0.01
N -2.771239 1.469230 -2.218253 -4.5002 0.0439 6.7255 -0.30
C -3.987524 0.749892 -1.687661 4.2818 4.1207 0.3196 0.26
C -4.695752 -0.362655 -2.650057 -0.9941 0.3234 0.5832 -0.64
C -4.515186 -1.926878 -2.151343 -0.6268 -0.1282 -0.9737 -0.38
N -5.904516 -2.569818 -2.025629 0.4960 1.3390 0.1898 -0.64
N -4.276980 1.280866 -0.303437 -1.4339 -4.1452 -4.2086 0.15
C -5.449889 0.607942 0.342168 -1.9048 -0.6849 1.6550 -0.05
N -6.731105 1.400778 0.013152 1.3703 -0.8876 -1.7210 -0.55
N -3.405174 2.304734 0.141597 0.9296 -0.6696 -3.5026 0.33
P -3.527704 3.155445 1.690023 1.9737 0.6721 8.7462 0.62
O -2.434542 2.693130 2.785009 -4.0207 1.6997 -5.2727 -0.57
O -5.054104 2.841835 2.561088 2.5790 -0.1116 -2.5842 -0.52
O -3.592848 4.927605 1.542124 0.2065 -3.5472 0.5010 -0.53
H 2.974055 1.862339 3.693041 -1.5927 -0.4429 -1.5292 0.35
H 1.093138 1.757842 3.429139 2.1685 -0.2536 -1.2862 0.18
H 2.321537 0.642332 2.386498 -0.5318 1.9469 1.0414 0.17
H 2.376611 3.923624 2.169559 -0.3317 -2.1333 -0.9053 0.29
H 3.296445 2.602508 1.125936 -2.2002 0.6121 1.2362 0.28
H 0.817045 1.518195 0.602054 0.1156 2.5833 0.0439 -0.22
H 1.504430 2.951979 -0.409350 -1.2801 -0.0944 1.7157 0.08
H 0.152973 4.630957 -0.725067 -2.1903 -1.1860 0.6750 0.43
H -1.457231 5.041704 0.114241 1.0002 -2.5492 -0.2289 0.30
H -0.336257 5.057607 -3.632726 -1.2157 -1.8121 -0.3983 0.30
H -2.093150 4.315842 -3.856606 2.3985 -0.4505 -0.1069 0.25
H -0.532805 3.533900 -4.775471 -1.0278 1.2956 1.8811 0.21
H 0.704870 1.853609 -3.550253 -0.5805 0.1442 1.2528 0.10
H -5.871014 -0.152175 -2.668203 2.6457 -0.2444 0.2007 0.35
H -4.341579 -0.293639 -3.775731 -0.2672 0.5080 2.6529 0.26
H -3.992987 -2.493420 -3.061793 -0.8527 1.2385 2.3433 0.30
H -3.895834 -2.007096 -1.153295 -1.3099 -0.0054 -2.1278 0.31
H -6.377325 -2.284017 -1.139246 0.6472 -0.3599 -0.9375 0.32
H -6.540240 -2.230757 -2.797002 1.1291 -0.5848 1.0112 0.28
H -5.676406 -0.494557 -0.052622 1.5251 2.3842 0.5708 -0.09
H -5.306825 0.468534 1.519480 -0.1632 0.6599 -2.7178 0.19
H -7.361098 0.739616 -0.533167 0.9105 1.1301 1.0477 0.32
H -6.399778 2.076835 -0.735651 -0.8429 -0.8005 1.2556 0.34
H -4.935412 2.060270 3.176572 0.3892 1.1869 -0.9805 0.35
H -3.332204 5.332866 2.443436 -0.4352 -1.3665 -1.6321 0.37
C -0.239574 -2.176929 -0.356370 -0.4436 -0.0658 0.4300 -0.46
C -0.082513 -1.551863 -1.718485 -0.0864 -0.1826 -0.6299 -0.35
C 1.116680 -0.651227 -1.517414 0.2593 0.3972 0.3346 1.24
O 1.942167 -1.273212 -0.523014 -0.3852 -0.1051 -0.0718 -0.46
C 1.198406 -2.337760 0.085910 0.4742 -0.2358 0.1132 -0.38
H -0.790438 -3.120815 -0.366782 0.0964 0.0706 0.0484 0.40
H -0.761016 -1.482272 0.312874 0.0202 -0.0594 0.0159 0.19
H 0.152226 -2.327135 -2.457355 -0.0609 0.0893 0.0377 0.34
H -0.969346 -1.011740 -2.059526 0.0916 0.0441 -0.0240 0.09
H 0.816866 0.330727 -1.136307 0.0538 -0.2449 -0.1892 -0.86
H 1.692147 -0.507967 -2.436532 0.0571 0.0266 0.1260 -0.23
H 1.619003 -3.284771 -0.269478 -0.0905 -0.0423 0.0981 0.04
H 1.311125 -2.291813 1.172591 0.0899 0.0262 -0.1092 0.35
C -5.565293 5.031405 5.339241 0.2043 0.5734 -0.2938 -0.25
C -4.913094 3.876690 6.054784 0.3286 -0.4905 -0.1354 -0.30
C -5.498207 3.994393 7.445262 -0.1134 0.0847 0.4840 -0.51
O -6.807297 4.561912 7.299208 0.3102 -0.0185 -0.3673 -0.39
C -6.946542 5.047026 5.956633 -0.4864 -0.0563 0.1410 -0.51
H -5.585520 4.919961 4.252203 -0.0665 0.0026 0.0854 0.15
H -5.037999 5.962348 5.579332 -0.0654 -0.0705 -0.0339 0.25
H -5.226813 2.931501 5.596226 0.0455 0.0225 0.0617 0.07
H -3.820844 3.914664 6.046887 -0.1129 -0.0480 0.0260 0.37
H -4.907293 4.673457 8.069005 0.0833 -0.0902 -0.0043 0.27
H -5.570359 3.028171 7.952875 -0.0855 0.1428 0.0040 0.29
H -7.625702 4.370832 5.426031 -0.0148 0.0741 -0.0956 0.26
H -7.389306 6.046764 5.969802 -0.0117 -0.1292 0.1003 0.29
C 2.423560 -0.834664 -6.315307 -0.0187 -0.5091 0.3843 -0.45
C 1.687737 -0.196682 -7.465210 0.0274 0.0197 -0.6689 -0.49
C 1.168058 1.079441 -6.839842 -0.2362 0.3002 0.0495 -0.49
O 2.110342 1.460743 -5.827994 -0.3610 -0.0621 0.0994 -0.42
C 3.013003 0.367503 -5.610595 0.6762 0.1112 0.1261 -0.10
H 3.179869 -1.560008 -6.625714 -0.0781 0.1330 0.0679 0.38
H 1.710897 -1.342840 -5.654847 0.0849 -0.0185 -0.0403 0.15
H 2.393034 0.041942 -8.270003 -0.1082 -0.0237 0.0796 0.17
H 0.893725 -0.822329 -7.880692 0.0719 0.1082 0.0460 0.38
H 0.200958 0.917877 -6.352013 -0.1297 -0.0330 -0.0843 0.29
H 1.061000 1.889350 -7.567199 0.0402 0.0143 0.1492 0.31
H 3.981792 0.643774 -6.040889 -0.0339 -0.1203 0.0667 0.06
H 3.141905 0.203544 -4.537193 -0.0526 0.1145 -0.0416 0.27
C 6.265772 3.119874 -9.422670 0.1137 -0.0359 -0.6500 -0.54
C 5.362171 3.851906 -8.464354 -0.0032 0.5302 0.3392 -0.58
C 4.552202 2.722058 -7.866830 -0.2835 -0.2010 0.1640 -0.09
O 5.393076 1.560144 -7.870217 -0.0214 0.2621 -0.1455 -0.40
C 6.549059 1.836474 -8.673072 0.3133 -0.3100 0.2111 -0.54
H 7.173004 3.672189 -9.680271 -0.1000 -0.1033 0.0272 0.34
H 5.723041 2.899363 -10.349577 0.1098 0.0278 0.0702 0.25
H 5.962411 4.334587 -7.684092 -0.1066 -0.0161 -0.0742 0.28
H 4.742346 4.615789 -8.940603 0.0511 -0.0959 0.0756 0.36
H 3.670942 2.498564 -8.477399 -0.0978 0.0855 0.0140 0.10
H 4.224005 2.936019 -6.845571 -0.0017 -0.1428 -0.0946 0.18
H 7.404347 1.951868 -7.998387 0.0501 -0.0132 -0.0914 0.28
H 6.743502 0.993643 -9.342041 -0.0749 0.0097 0.1464 0.27
C 3.395106 -5.792928 3.858321 0.3140 -0.2357 0.4457 -0.16
C 3.791235 -5.143208 2.557676 0.1841 0.5047 -0.2451 -0.56
C 2.935056 -5.888854 1.557371 -0.1219 -0.3059 -0.2850 -0.33
O 1.733606 -6.271082 2.241145 0.2489 0.1621 0.0520 -0.42
C 1.919555 -6.051948 3.646362 -0.3566 0.0350 0.0900 -0.37
H 3.597599 -5.175955 4.737424 -0.0689 -0.2071 -0.1383 0.18
H 3.928429 -6.743775 3.975770 -0.0749 0.1429 0.0927 0.22
H 3.511269 -4.083264 2.572334 0.0690 -0.0605 -0.0461 0.21
H 4.859957 -5.211631 2.339347 -0.1319 0.0115 -0.0081 0.39
H 3.429881 -6.803702 1.214492 0.0677 0.0609 -0.0727 0.29
H 2.683856 -5.279766 0.684231 -0.0805 -0.1122 0.0423 0.15
H 1.319210 -5.180900 3.930780 -0.0033 -0.0050 0.1242 0.25
H 1.561121 -6.920508 4.205663 -0.0285 0.0649 -0.1326 0.18
C 2.703810 -7.565266 8.923801 0.1593 -0.5983 0.2415 -0.55
C 2.951560 -6.110529 9.228913 -0.2710 0.4927 0.3439 -0.53
C 3.723387 -5.657859 8.008662 0.3595 0.1130 -0.2493 -0.50
O 3.270364 -6.459243 6.908807 -0.0947 -0.0733 0.3799 -0.27
C 2.485227 -7.542042 7.426821 -0.2093 -0.0194 -0.3891 -0.48
H 1.859430 -7.991585 9.471301 0.1005 0.0310 -0.0908 0.32
H 3.598988 -8.152087 9.161783 -0.1358 0.0219 -0.0185 0.27
H 1.996134 -5.575782 9.286233 0.1187 -0.0182 0.0314 0.27
H 3.493723 -5.943119 10.163015 -0.0533 0.0046 -0.1300 0.33
H 4.797530 -5.833530 8.129993 0.0051 0.0869 0.0657 0.31
H 3.566325 -4.599324 7.782173 0.0225 -0.1094 -0.0928 0.27
H 1.436522 -7.340895 7.182304 -0.0404 -0.1022 0.0252 0.29
H 2.782880 -8.477145 6.944455 0.0128 0.1454 -0.0550 0.27
```
Forces are in eV/Å.

Properties
max |F| = 8.99 eV Å⁻¹
LUMO level = -4.04 eV
E_HOMO = -10.514 eV
frontier orbital gap = 6.47 eV
charge = +1